{"formula": "C5H15N2", "method": "ωB97M-V/def2-TZVPD", "total_charge": 1, "e_lumo_ev": -3.4, "gap_ha": 0.378, "relative_energy_kcal_mol": 47.5, "elements": ["C", "C", "C", "N", "C", "C", "N", "H", "H", "H", "H", "H", "H", "H", "H", "H", "H", "H", "H", "H", "H", "H"], "xyz": [[0.34663, 0.93459, 2.49747], [-0.02778, 0.11675, 1.28351], [-1.55842, 0.30549, 1.07209], [0.64482, 0.42219, -0.06336], [-0.22259, 0.61835, -1.19872], [-0.19732, -0.74391, -1.91342], [1.02007, -1.48119, -1.55368], [-0.28383, 0.42874, 3.27524], [0.03181, 1.96542, 2.22748], [1.45566, 0.87319, 2.71373], [0.18224, -0.99335, 1.41361], [-1.85531, 1.46116, 1.17184], [-1.98495, -0.04931, 0.07195], [-2.28630, -0.22546, 1.69839], [1.14012, 1.31045, 0.20854], [-1.18892, 1.02210, -0.97944], [0.32645, 1.33918, -1.83388], [-1.01315, -1.44797, -1.66104], [-0.27918, -0.58914, -2.98685], [1.79666, -1.20865, -2.15640], [1.34662, -1.32637, -0.52186], [0.91484, -2.53464, -1.76760]]}


{"formula": "C5H15N2", "method": "ωB97M-V/def2-TZVPD", "total_charge": 1, "e_lumo_ev": -3.8, "gap_ha": 0.403, "relative_energy_kcal_mol": 54.7, "elements": ["C", "C", "C", "C", "C", "N", "N", "H", "H", "H", "H", "H", "H", "H", "H", "H", "H", "H", "H", "H", "H", "H"], "xyz": [[-0.28408, -0.94434, -2.33421], [2.06953, -0.14694, -0.87944], [-0.06415, -1.36582, -0.91976], [0.63363, -0.18637, -0.13133], [0.36935, 1.25537, 0.19870], [-1.93597, 0.48646, 2.75866], [-0.40384, 1.65782, 1.11703], [-0.43414, -1.79634, -3.03455], [-1.09352, -0.25265, -2.59440], [0.49819, -0.38867, -2.64555], [2.27327, -1.21007, -0.99972], [2.67206, 0.30608, -0.17897], [2.12860, 0.45964, -1.68450], [-1.00827, -1.57191, -0.37894], [0.48613, -2.23236, -0.84091], [0.90188, -0.47623, 0.98366], [0.95569, 1.94499, -0.45062], [-1.51594, -0.04515, 3.49749], [-2.35945, -0.24133, 2.23011], [-0.38406, 2.64859, 1.39007], [-2.48813, 1.21378, 3.14452], [-1.01677, 0.88546, 1.75267]]}


{"formula": "C5H15N2O", "method": "ωB97M-V/def2-TZVPD", "total_charge": 1, "e_lumo_ev": -4.4, "gap_ha": 0.307, "relative_energy_kcal_mol": 61.0, "elements": ["C", "N", "C", "O", "H", "H", "H", "H", "H", "H", "H", "C", "C", "C", "N", "H", "H", "H", "H", "H", "H", "H", "H"], "xyz": [[-1.73180, -1.25765, -2.01935], [-1.05328, 0.02100, -1.89420], [-1.69001, 0.82789, -0.79824], [-0.74898, 1.84543, -0.36616], [-1.54902, -1.95748, -1.23014], [-1.30395, -1.67415, -3.01516], [-2.83668, -1.17367, -2.09238], [-1.11251, 0.58241, -2.76358], [-2.61574, 1.35857, -1.04974], [-1.98630, 0.14744, 0.00863], [-0.19982, 1.94644, -1.14416], [1.35129, -1.50969, 0.82463], [2.04430, -0.42174, 1.68282], [1.15371, 1.81987, 1.53276], [1.01469, 0.60358, 1.84652], [0.39704, -1.74867, 1.28133], [1.13298, -1.05618, -0.17601], [1.95649, -2.45264, 0.67068], [2.27269, -0.83564, 2.67368], [2.91938, 0.12543, 1.22133], [0.36204, 2.48546, 1.67521], [2.13158, 2.05832, 1.09303], [0.09190, 0.26567, 2.03850]]}


{"formula": "C5H15N2O", "method": "ωB97M-V/def2-TZVPD", "total_charge": 1, "e_lumo_ev": -2.9, "gap_ha": 0.322, "relative_energy_kcal_mol": 22.0, "elements": ["C", "C", "C", "C", "C", "N", "N", "H", "H", "H", "H", "H", "H", "H", "H", "H", "H", "H", "H", "H", "H", "H", "O"], "xyz": [[0.05180, -0.25831, 2.52110], [-0.52443, 0.07355, 1.16822], [-0.21210, 1.49034, 0.65871], [-0.14186, 1.70252, -0.82821], [-0.97165, 1.18864, -1.73916], [-0.82082, 1.19131, -3.10611], [-0.03130, -0.97189, 0.17592], [1.13561, -0.19023, 2.42843], [-0.25132, -1.23252, 2.89336], [-0.32731, 0.44672, 3.24847], [-1.59668, -0.05285, 1.13425], [0.75675, 1.73049, 1.09242], [-0.90087, 2.16755, 1.16986], [0.56855, 2.46505, -1.09808], [-1.88137, 0.65669, -1.45872], [-0.22194, 1.90068, -3.51295], [-1.60315, 0.94643, -3.68608], [0.21083, -0.67551, -0.77335], [-0.78231, -1.65380, 0.06847], [0.80003, -1.51431, 0.47238], [2.69607, -2.92635, -0.86680], [1.96972, -3.69727, 0.17409], [2.07775, -2.78691, -0.13624]]}


{"formula": "C5H15N2O", "method": "ωB97M-V/def2-TZVPD", "total_charge": 1, "e_lumo_ev": -3.1, "gap_ha": 0.351, "relative_energy_kcal_mol": 27.6, "elements": ["C", "C", "C", "C", "C", "N", "N", "H", "H", "H", "H", "H", "H", "H", "H", "H", "H", "H", "H", "H", "H", "H", "O"], "xyz": [[-1.26606, 2.25749, -0.87948], [-1.82817, 0.84128, -0.84869], [-1.78229, 0.14549, 0.48565], [-0.42951, -0.28385, 1.00671], [0.58272, -0.50217, 0.16400], [1.87707, -1.05524, 0.68280], [-0.44723, -0.61864, 2.32429], [-1.09677, 2.60523, -1.89401], [-0.33307, 2.34723, -0.29452], [-1.76982, 3.05641, -0.31781], [-2.86078, 0.90675, -1.20733], [-1.33696, 0.32401, -1.67485], [-2.34336, -0.79800, 0.46876], [-2.30196, 0.69519, 1.27289], [0.62658, -0.45351, -0.89894], [2.18471, -0.57888, 1.51723], [1.77871, -2.04559, 0.89056], [2.60808, -0.99670, -0.05717], [0.34837, -0.93855, 2.82882], [-1.21735, -0.47870, 2.93144], [2.69740, -0.83889, -2.44107], [3.45448, -2.07478, -2.30016], [2.85524, -1.51559, -1.75908]]}


{"formula": "C5H15N2O", "method": "ωB97M-V/def2-TZVPD", "total_charge": 1, "e_lumo_ev": -7.5, "gap_ha": 0.178, "relative_energy_kcal_mol": 108.4, "elements": ["N", "C", "C", "C", "O", "C", "N", "C", "H", "H", "H", "H", "H", "H", "H", "H", "H", "H", "H", "H", "H", "H", "H"], "xyz": [[-4.83365, -0.24747, 0.69392], [0.61346, -0.11245, 0.47034], [-0.40630, 0.21132, -0.50966], [-0.39849, 1.66825, -1.00143], [-1.68697, -0.00014, 0.12529], [1.47396, -1.27365, 0.39711], [2.93360, -1.06292, 0.54878], [3.45840, 0.00017, -0.32644], [-5.21733, -1.14444, 0.44533], [-4.26362, 0.13920, -0.03828], [-5.56844, 0.38079, 0.97431], [0.53827, 0.38782, 1.44511], [-0.35001, -0.47956, -1.35349], [0.59529, 1.97528, -1.33170], [-1.12574, 1.75136, -1.80090], [-0.65837, 2.25947, -0.12291], [-1.59602, -0.56535, 0.90585], [1.13880, -1.98676, 1.17124], [1.32627, -1.82839, -0.52189], [3.08514, -0.79296, 1.51916], [3.13421, -0.16247, -1.36052], [4.54115, -0.13382, -0.35671], [3.26641, 1.01674, 0.02748]]}


{"formula": "C5H15N2O", "method": "ωB97M-V/def2-TZVPD", "spin_multiplicity": 2, "total_charge": 2, "e_lumo_ev": [-7.1, -11.9], "gap_ha": [0.400, 0.218], "relative_energy_kcal_mol": 67.4, "s2": 0.7546, "elements": ["N", "C", "C", "C", "N", "C", "C", "O", "H", "H", "H", "H", "H", "H", "H", "H", "H", "H", "H", "H", "H", "H", "H"], "xyz": [[-1.49649, 1.85124, 2.22552], [-0.40411, 1.41391, 1.23450], [0.81142, 0.89265, 2.00057], [-1.01770, 0.34675, 0.36575], [0.01114, -0.06110, -0.59593], [-0.41489, -1.17884, -1.45691], [0.74445, -1.50685, -2.43438], [1.89403, -1.81355, -1.68294], [-1.35671, 2.80093, 2.63402], [-2.37742, 1.99042, 1.69632], [-1.52863, 1.18966, 3.03572], [-0.07056, 2.38832, 0.81934], [1.68987, 1.34178, 1.55694], [0.71079, 1.03457, 3.06134], [0.83897, -0.24429, 1.94729], [-1.92533, 0.69066, -0.30836], [-1.54797, -0.42349, 0.93278], [0.92894, -0.03381, -0.27724], [-1.28004, -0.72738, -2.10179], [-0.71158, -2.08533, -1.11036], [0.30460, -2.33623, -3.17570], [1.00704, -0.66965, -3.08684], [2.24818, -2.74452, -1.82433]]}


{"formula": "C5H15N3", "method": "ωB97M-V/def2-TZVPD", "e_lumo_ev": 0.9, "gap_ha": 0.336, "relative_energy_kcal_mol": 46.2, "elements": ["C", "N", "C", "N", "H", "H", "H", "H", "H", "H", "C", "N", "C", "C", "H", "H", "H", "H", "H", "H", "H", "H", "H"], "xyz": [[-0.54054, -2.23364, 0.97732], [-1.58861, -1.33144, 0.47723], [-2.04868, -0.47689, 1.30236], [-1.34007, 0.19680, 2.25936], [-0.05603, -2.68747, 0.11546], [-0.96059, -3.01704, 1.60700], [0.24381, -1.71338, 1.54013], [-3.08595, -0.14798, 1.21097], [-0.33764, 0.23366, 2.19641], [-1.76205, 0.92873, 2.79363], [0.54889, 2.11625, -1.27188], [1.02894, 0.77845, -0.95150], [0.82980, -0.15289, -2.06256], [2.42430, 0.77012, -0.53687], [-0.51499, 2.02886, -1.49093], [1.13536, 2.59944, -2.06802], [0.63882, 2.71380, -0.36316], [1.25867, -1.10571, -1.76453], [-0.24238, -0.18570, -2.25778], [1.29519, 0.24905, -2.97920], [2.63805, -0.12041, 0.05880], [2.67285, 1.64735, 0.05924], [3.08667, 0.74758, -1.41864]]}


{"formula": "C5H15N3", "method": "ωB97M-V/def2-TZVPD", "e_lumo_ev": 0.9, "gap_ha": 0.371, "relative_energy_kcal_mol": 35.9, "elements": ["C", "N", "C", "C", "H", "H", "H", "H", "H", "H", "H", "N", "C", "C", "N", "H", "H", "H", "H", "H", "H", "H", "H"], "xyz": [[-0.90570, -2.33822, 1.39020], [-0.53677, -1.14077, 1.56326], [0.90807, -0.90737, 1.44066], [1.45743, -0.29643, 2.72495], [-0.18699, -3.12365, 1.13933], [-1.94683, -2.62772, 1.49304], [1.47825, -1.81238, 1.20784], [1.04108, -0.20208, 0.61602], [2.50553, -0.05135, 2.51930], [0.97308, 0.64736, 2.96794], [1.42433, -0.96492, 3.58088], [0.95691, 1.28792, -2.86748], [-0.07245, 1.67676, -1.90914], [-1.13340, 0.59551, -1.75173], [-2.10055, 1.00585, -0.75256], [1.37979, 0.42365, -2.57236], [1.67114, 1.99236, -2.92792], [-0.56732, 2.57822, -2.27310], [0.33810, 1.91362, -0.91754], [-1.63356, 0.41942, -2.70480], [-0.60388, -0.34164, -1.49648], [-2.79297, 0.28149, -0.62646], [-1.65328, 0.98436, 0.15617]]}


{"formula": "C5H15N3", "method": "ωB97M-V/def2-TZVPD", "e_lumo_ev": 1.0, "gap_ha": 0.352, "relative_energy_kcal_mol": 93.1, "elements": ["C", "N", "C", "C", "N", "C", "C", "N", "H", "H", "H", "H", "H", "H", "H", "H", "H", "H", "H", "H", "H", "H", "H"], "xyz": [[-2.83155, 0.67737, 1.21391], [-1.73728, 0.16146, 0.41112], [-0.33440, -0.04010, 0.97431], [0.34613, -1.20150, 0.16200], [1.35880, -1.90372, 0.84297], [1.03183, -0.52984, -1.08983], [1.96350, 0.61388, -0.83451], [1.25636, 1.79653, -1.52553], [-3.09673, 0.03212, 1.95982], [-2.87605, 1.72646, 1.65454], [-3.76546, 0.88610, 0.51016], [-1.63899, 0.60474, -0.38976], [0.24722, 0.93533, 0.60204], [-0.50391, -0.17180, 2.09022], [-0.40820, -1.87797, -0.44813], [1.92256, -2.64123, 0.33835], [1.00041, -2.59792, 1.48818], [0.18149, 0.00347, -1.59344], [1.61606, -1.26855, -1.67198], [2.92043, 0.45700, -1.30377], [2.15564, 0.77393, 0.21547], [0.99825, 1.75602, -2.49746], [0.19387, 1.80822, -1.10867]]}


Question: Number 2 is which compound?
Answer: C5H15N2